*w*
C5H13NO2 | ωB97M-V/def2-TZVPD

```
! wB97M-V def2-TZVPD RIJCOSX def2/J DEFGRID3
* xyz 0 1
C 0.10 -0.43 -2.36
N 0.99 1.35 -0.30
C 0.55 0.02 -0.06
C 0.09 -0.84 -0.98
C 1.51 -1.17 1.75
C 0.62 -0.26 1.40
H 0.11 0.62 -2.56
H -0.74 -0.83 -2.94
H 1.01 -0.88 -2.82
H 1.42 1.47 -1.15
H 1.58 1.67 0.37
H -0.11 -1.78 -0.59
H 1.97 -1.78 1.06
H 1.66 -1.38 2.70
H 0.18 0.32 2.20
H -1.98 -2.29 1.32
H -2.21 -0.79 0.57
O -2.15 -1.22 1.37
H -1.11 2.53 0.98
H -1.77 2.58 -0.38
O -1.72 3.11 0.41
*
```

## Properties
- SMILES: C=C/C(N)=C/C.O.O
- Gap between HOMO and LUMO: 9.025 eV
- M: 119.16 g/mol


*x*
C5H13NO2 | ωB97M-V/def2-TZVPD

```
! wB97M-V def2-TZVPD RIJCOSX def2/J DEFGRID3
* xyz 0 1
C -1.69 -0.59 -0.54
N -1.08 0.68 0.01
C 0.04 1.28 -0.70
C 1.35 0.54 -0.43
C 2.26 0.75 -1.71
O 2.21 1.77 -2.35
C -1.44 -1.70 0.36
H -2.88 -0.42 -0.63
H -1.18 -0.82 -1.50
H -1.73 1.29 0.29
H 0.05 2.37 -0.51
H -0.18 1.34 -1.73
H 1.84 0.83 0.54
H 1.03 -0.55 -0.38
H 2.83 -0.15 -1.83
H -2.26 -1.74 1.17
H -1.76 -2.84 0.05
H -0.43 -1.56 0.82
H 1.56 0.43 3.42
H 0.49 -0.36 2.43
O 0.98 -0.56 3.21
*
```

## Properties
- SMILES: CCNCCC=O.O
- Gap between HOMO and LUMO: 9.579 eV
- M: 119.16 g/mol


*y*
C5H13NO2 | ωB97M-V/def2-TZVPD

```
! wB97M-V def2-TZVPD RIJCOSX def2/J DEFGRID3
* xyz 0 1
N -0.12 -1.03 0.49
C 0.17 0.45 0.73
C -0.98 1.41 1.02
C -1.66 2.16 0.05
C -2.93 2.78 0.22
C 1.20 0.85 -0.39
H 0.16 -1.50 -0.42
H 0.84 0.38 1.68
H -1.27 1.42 2.06
H -1.24 2.19 -0.92
H -3.61 2.49 1.06
H -3.38 3.28 -0.64
H 0.67 0.92 -1.40
H 1.59 1.85 -0.20
H 2.03 0.13 -0.43
H 2.69 -3.43 0.46
H -1.08 -1.35 0.75
O 2.44 -2.54 0.16
H 0.83 -3.22 -2.22
H 1.87 -2.55 -0.72
O 0.80 -2.38 -1.69
*
```

## Properties
- Gap between HOMO and LUMO: 3.465 eV
- M: 119.16 g/mol


Winner for stability: *w*


*w*
C5H13NO2 | ωB97M-V/def2-TZVPD

```
! wB97M-V def2-TZVPD RIJCOSX def2/J DEFGRID3
* xyz 0 1
C 0.62 -1.99 1.23
C 1.15 -0.64 1.26
C -0.51 0.59 -0.10
C -0.68 0.12 -1.57
C -0.34 2.11 0.09
H -0.46 -2.07 1.11
H 0.79 -2.41 2.16
H 0.98 -2.61 0.53
H 2.13 -0.47 1.53
H 0.71 0.07 1.96
H -1.33 0.25 0.54
H -1.37 0.77 -2.08
H 0.26 0.43 -1.98
H -0.32 -1.72 -0.96
H -1.82 -1.47 -1.40
H 0.21 2.32 1.00
H -1.32 2.46 0.10
H 1.16 2.90 -0.72
N -0.83 -1.28 -1.68
O 0.71 -0.05 0.02
O 0.27 2.70 -1.04
*
```

## Properties
- SMILES: CCO[C@H](CN)CO
- Gap between HOMO and LUMO: 9.790 eV
- M: 119.16 g/mol


*x*
C5H13NO2 | ωB97M-V/def2-TZVPD

```
! wB97M-V def2-TZVPD RIJCOSX def2/J DEFGRID3
* xyz 0 1
C 0.32 -0.49 -0.52
C 0.68 0.16 0.84
C -1.81 -1.20 -1.48
C 1.07 -1.79 -0.79
C 0.25 2.31 1.92
N 0.01 1.46 0.77
O -1.14 -0.73 -0.32
O 0.51 0.45 -1.50
H 0.27 1.37 -0.94
H -0.99 1.22 0.68
H 0.33 -0.46 1.68
H 1.76 0.33 0.89
H -1.68 -2.29 -1.59
H -1.43 -0.70 -2.38
H -2.87 -0.97 -1.35
H 0.81 -2.15 -1.78
H 2.14 -1.59 -0.75
H 0.81 -2.53 -0.04
H 1.31 2.55 1.97
H -0.04 1.83 2.87
H -0.32 3.23 1.81
*
```

## Properties
- SMILES: CNC[C@](C)(O)OC
- Gap between HOMO and LUMO: 10.520 eV
- M: 119.16 g/mol


Winner for stability: *x*


*w*
C5H13NO2 | ωB97M-V/def2-TZVPD

```
! wB97M-V def2-TZVPD RIJCOSX def2/J DEFGRID3
* xyz 0 1
C 0.41 1.24 -0.09
N -0.70 0.76 -0.94
C -0.53 0.72 -2.36
O -1.81 0.58 -2.97
C 0.34 0.64 1.33
C 0.51 -0.89 1.33
C 1.94 -1.40 1.37
O -0.26 -1.54 2.37
H 1.40 0.92 -0.45
H 0.31 2.31 -0.09
H -0.93 -0.16 -0.59
H -0.14 1.68 -2.72
H 0.11 -0.08 -2.76
H -2.45 0.87 -2.33
H -0.58 1.01 1.81
H 1.13 0.98 2.00
H 0.08 -1.27 0.40
H 2.22 -1.67 2.38
H 2.67 -0.64 1.04
H 2.10 -2.18 0.63
H -0.64 -0.87 2.89
*
```

## Properties
- SMILES: C[C@@H](O)CCNCO
- Gap between HOMO and LUMO: 10.277 eV
- M: 119.16 g/mol


*x*
C5H13NO2 | ωB97M-V/def2-TZVPD

```
! wB97M-V def2-TZVPD RIJCOSX def2/J DEFGRID3
* xyz 0 1
C -0.71 -0.93 0.13
C 1.12 0.08 1.27
C -1.46 -0.73 -1.19
C 2.13 1.12 1.53
C -2.23 0.59 -1.26
N 0.32 0.11 0.26
O -1.56 -0.95 1.26
O 2.36 -0.56 -0.86
H -2.05 -0.12 1.28
H 3.05 -0.53 -1.53
H 1.17 0.01 -0.71
H -0.20 -1.90 0.13
H 1.01 -0.73 2.00
H -2.14 -1.58 -1.31
H -0.73 -0.79 -2.00
H 1.88 1.65 2.46
H 3.11 0.66 1.66
H 2.20 1.83 0.71
H -1.57 1.43 -1.05
H -3.05 0.61 -0.54
H -2.67 0.72 -2.25
*
```

## Properties
- Gap between HOMO and LUMO: 9.738 eV
- M: 119.16 g/mol


*y*
C5H13NO2 | ωB97M-V/def2-TZVPD

```
! wB97M-V def2-TZVPD RIJCOSX def2/J DEFGRID3
* xyz 0 1
C -0.16 0.70 0.27
C -0.19 -1.14 0.95
C 1.78 0.28 -1.13
C -1.11 0.93 -0.88
C -1.64 -1.51 1.12
N 1.20 0.68 0.13
O 1.10 2.55 -0.07
O 0.41 -2.13 0.19
H 1.57 2.81 0.74
H 1.35 -1.94 0.06
H -0.48 1.18 1.19
H 0.31 -1.05 1.92
H 2.05 1.13 -1.76
H 1.18 -0.37 -1.77
H 2.71 -0.28 -0.94
H -0.77 1.77 -1.50
H -1.73 -2.49 1.60
H -2.10 1.19 -0.50
H -1.20 0.02 -1.49
H -2.16 -0.78 1.74
H -2.13 -1.56 0.14
*
```

## Properties
- Gap between HOMO and LUMO (spin up / spin down): 8.690 / 8.695 eV
- M: 119.16 g/mol


*z*
C5H13NO2 | ωB97M-V/def2-TZVPD

```
! wB97M-V def2-TZVPD RIJCOSX def2/J DEFGRID3
* xyz 0 1
C -0.74 -1.69 -1.47
O -0.54 -2.21 -2.79
C 0.02 -0.36 -1.27
C 0.88 -0.20 0.00
C -0.05 -0.05 1.17
C -0.54 -1.04 1.93
N -0.47 1.27 1.43
H -1.80 -1.66 -1.26
H -0.27 -2.48 -0.88
H 0.11 -1.72 -3.28
H -0.71 0.46 -1.28
H 0.61 -0.14 -2.16
H 1.61 0.59 -0.13
H 1.59 -1.03 0.17
H -0.14 -2.04 1.91
H -1.35 -0.81 2.61
H -0.92 1.89 0.77
H -0.95 1.40 2.31
H 1.52 3.78 1.88
H 0.90 2.59 1.01
O 1.25 3.49 0.99
*
```

## Properties
- SMILES: C=C(N)CCCO.O
- Gap between HOMO and LUMO: 9.691 eV
- M: 119.16 g/mol


Winner for stability: *w*


*w*
C5H13NO2 | ωB97M-V/def2-TZVPD

```
! wB97M-V def2-TZVPD RIJCOSX def2/J DEFGRID3
* xyz 0 1
C 0.37 -0.41 1.26
C 0.64 0.69 0.17
C -0.55 1.61 -0.04
C 1.87 1.59 0.70
C -0.64 -1.28 0.47
N -0.41 -2.51 -0.11
O -1.76 -0.81 0.20
H 1.30 -1.00 1.43
H 0.16 0.00 2.31
H 0.93 0.33 -0.90
H -1.36 1.46 0.81
H -0.29 2.58 -0.16
H -1.07 1.35 -0.92
H 2.89 1.20 0.93
H 1.62 2.05 1.61
H 2.02 2.32 -0.15
H -1.20 -2.73 -0.75
H 0.22 -3.22 0.02
H -2.07 -1.04 -1.80
H -0.96 -0.81 -2.48
O -1.71 -1.37 -2.60
*
```

## Properties
- SMILES: CC(C)CC(N)=O.O
- Gap between HOMO and LUMO: 10.645 eV
- M: 119.16 g/mol


*x*
C5H13NO2 | ωB97M-V/def2-TZVPD

```
! wB97M-V def2-TZVPD RIJCOSX def2/J DEFGRID3
* xyz 0 1
C -0.31 -0.76 2.60
C -0.72 0.24 1.43
N 0.12 0.25 0.33
C -1.33 0.97 -1.62
C -0.04 1.21 -0.76
C 1.11 0.97 -1.77
O -1.74 0.85 1.62
H -0.90 -0.62 3.49
H -0.50 -1.75 2.31
H 0.75 -0.72 2.85
H 1.02 -0.27 0.24
H -1.50 -0.11 -1.46
H -2.18 1.60 -1.28
H -1.31 1.30 -2.65
H 0.04 2.12 -0.37
H 2.03 0.90 -1.18
H 1.07 1.81 -2.48
H 1.10 0.11 -2.46
H 1.23 -3.24 0.85
H 0.73 -2.07 0.24
O 1.33 -2.78 0.07
*
```

## Properties
- SMILES: CC(=O)NC(C)C.O
- Gap between HOMO and LUMO: 10.557 eV
- M: 119.16 g/mol


Winner for stability: *x*


*w*
C5H13NO2 | ωB97M-V/def2-TZVPD

```
! wB97M-V def2-TZVPD RIJCOSX def2/J DEFGRID3
* xyz 0 1
C -1.27 1.20 -0.89
C -0.83 0.22 0.22
C 0.70 0.38 0.43
C 1.58 -0.33 1.42
C 1.09 0.10 2.75
O 1.51 1.04 3.37
N -1.27 -1.14 -0.04
H -0.50 1.18 -1.67
H -1.44 2.20 -0.48
H -2.20 0.79 -1.26
H -1.33 0.48 1.17
H 1.04 0.31 -0.61
H 0.85 1.45 0.75
H 1.56 -1.43 1.33
H 2.61 0.01 1.27
H 0.15 -0.41 3.08
H -1.15 -1.39 -1.01
H -2.24 -1.26 0.19
H 0.34 -1.15 -4.13
H 0.28 -1.45 -2.61
O 0.49 -0.77 -3.26
*
```

## Properties
- SMILES: C[C@@H](N)CCC=O.O
- Gap between HOMO and LUMO: 10.046 eV
- M: 119.16 g/mol


*x*
C5H13NO2 | ωB97M-V/def2-TZVPD

```
! wB97M-V def2-TZVPD RIJCOSX def2/J DEFGRID3
* xyz 0 1
C -1.09 -0.84 -1.74
C -1.54 0.30 -0.82
C 0.16 -0.59 -2.56
O 0.09 -0.41 -3.75
O 1.35 -0.65 -1.93
H -1.08 -1.80 -1.24
H -1.83 -0.85 -2.54
H -1.67 1.24 -1.36
H -0.85 0.46 0.01
H -2.53 0.07 -0.41
C 1.07 -0.14 1.78
C 0.07 0.37 2.79
N 1.49 0.93 0.86
H 1.94 -0.59 2.26
H 0.63 -0.94 1.21
H -0.71 1.00 2.37
H 0.58 0.96 3.56
H 0.76 1.63 0.84
H 2.07 -0.36 -2.51
H 1.62 0.63 -0.09
H -0.50 -0.43 3.27
*
```

## Properties
- SMILES: CCC(=O)O.CCN
- Gap between HOMO and LUMO: 9.817 eV
- M: 119.16 g/mol


Winner for stability: *x*